[1]
# C22H26FN3O3

C22H26FN3O3 in the gas phase (the ωB97M-V functional and the def2-TZVPD basis, the Open Molecules 2025 dataset).

The maximum force is 0.010 hartree/bohr. As for the HOMO-LUMO gap: 9.2 eV. The SMILES is COc1cccc(C(=O)NC2CCN(CC(=O)NCc3ccccc3F)CC2)c1.

Cartesian coordinates (Å):
C 6.493 1.803 -0.264
H 7.528 2.124 -0.360
O 6.536 0.399 -0.185
C 5.370 -0.286 -0.031
C 4.109 0.295 0.026
C 2.984 -0.507 0.200
C 3.119 -1.882 0.327
C 4.375 -2.461 0.252
C 5.492 -1.674 0.072
H 6.480 -2.103 0.018
H 4.483 -3.531 0.340
H 2.233 -2.477 0.482
C 1.609 0.071 0.290
O 0.766 -0.389 1.038
N 1.394 1.129 -0.530
H 2.113 1.356 -1.196
C 0.103 1.785 -0.688
C -0.351 2.416 0.631
C -1.754 3.004 0.490
N -2.653 1.941 0.105
C -4.069 2.175 0.288
C -4.774 0.815 0.383
O -5.883 0.598 -0.053
N -4.014 -0.087 1.036
H -3.075 0.218 1.264
C -4.251 -1.516 1.010
C -3.013 -2.199 0.492
C -2.006 -2.611 1.356
C -0.829 -3.157 0.877
C -0.633 -3.297 -0.487
C -1.617 -2.892 -1.371
C -2.785 -2.347 -0.871
F -3.730 -1.945 -1.749
H -1.492 -2.987 -2.438
H 0.285 -3.720 -0.868
H -0.062 -3.463 1.571
H -2.151 -2.497 2.419
H -4.483 -1.874 2.020
H -5.114 -1.688 0.361
H -4.534 2.759 -0.521
H -4.229 2.708 1.229
C -2.327 1.452 -1.220
C -0.955 0.790 -1.178
H -0.686 0.414 -2.167
H -0.981 -0.048 -0.482
H -3.079 0.722 -1.525
H -2.329 2.271 -1.963
H -2.077 3.411 1.452
H -1.744 3.829 -0.246
H 0.355 3.191 0.936
H -0.366 1.637 1.393
H 0.234 2.574 -1.438
H 3.994 1.367 -0.025
H 5.929 2.140 -1.141
H 6.061 2.244 0.640

Forces on atoms 1 to 3 (eV/Å):
C -0.013 0.226 -0.014
H -0.093 0.030 0.003
O -0.045 -0.329 0.049

=====

[2]
# C22H26IN4RuSSe2

A molecular structure, C22H26IN4RuSSe2 at a distorted geometry (the ωB97M-V functional and the def2-TZVPD basis, the Open Molecules 2025 dataset).

The maximum force is 0.024 hartree/bohr. As for the HOMO-LUMO gap (spin up / spin down): 6.6 / 5.7 eV. As for the multiplicity: 2. As for the total charge: +2. The expectation value of S² is 0.788.

Cartesian coordinates (Å):
Ru 0.041 0.122 -0.168
C 0.107 1.088 4.076
C 0.434 0.755 2.653
N -0.414 0.213 1.880
N -1.696 -0.015 2.290
C -2.616 -0.421 1.377
N -3.829 -0.716 1.818
S -2.231 -0.629 -0.265
C 1.729 1.075 2.008
C 2.812 1.555 2.715
C 3.945 1.984 2.034
C 3.951 1.934 0.658
C 2.865 1.361 0.014
N 1.806 0.902 0.670
H -0.829 1.649 4.128
H 0.864 1.722 4.526
H 0.018 0.185 4.684
H -1.952 0.160 3.248
H -4.172 -0.385 2.709
H -4.527 -0.966 1.133
H 2.773 1.600 3.795
H 4.805 2.361 2.574
H 4.784 2.321 0.084
H 2.837 1.253 -1.061
C 5.285 -1.605 -1.054
Se 3.364 -1.905 -1.156
C 3.114 -2.375 0.733
C 2.003 -3.388 0.885
Se 0.231 -2.750 0.305
C -0.740 -3.138 1.940
H 5.506 -0.968 -0.201
H 5.597 -1.120 -1.975
H 5.799 -2.556 -0.955
H 2.921 -1.468 1.305
H 4.056 -2.813 1.058
H 1.880 -3.693 1.924
H 2.216 -4.264 0.279
H -0.565 -4.182 2.184
H -1.797 -2.989 1.740
H -0.405 -2.498 2.754
I -0.702 2.902 -0.384
C -0.219 2.732 -2.430
C -0.247 3.876 -3.177
C -0.004 3.789 -4.558
C 0.176 2.564 -5.139
C 0.165 1.383 -4.366
C 0.260 0.107 -4.984
C 0.313 -1.040 -4.239
C 0.295 -0.958 -2.841
C 0.173 0.264 -2.160
C 0.036 1.456 -2.952
H -0.461 4.835 -2.722
H 0.017 4.694 -5.151
H 0.329 2.485 -6.208
H 0.263 0.059 -6.067
H 0.368 -2.006 -4.724
H 0.374 -1.878 -2.282

Forces on atoms 1 to 3 (eV/Å):
Ru -0.495 0.684 -0.381
C 0.253 0.206 -0.045
C 0.504 0.124 0.857

=====

[3]
# C22H26MnN6O7S

A molecular structure, C22H26MnN6O7S (the ωB97M-V functional and the def2-TZVPD basis, the Open Molecules 2025 dataset).

The maximum force is 0.016 hartree/bohr. As for the HOMO-LUMO gap (spin up / spin down): 5.8 / 5.9 eV. As for the multiplicity: 2. The expectation value of S² is 1.186.

Cartesian coordinates (Å):
Mn -0.327 -0.328 -0.343
C -2.054 2.393 -0.919
C -2.831 1.464 -0.048
C -4.136 1.829 0.348
C -4.863 0.981 1.124
C -4.313 -0.263 1.496
C -5.040 -1.191 2.275
C -4.474 -2.396 2.587
C -3.187 -2.715 2.130
C -2.442 -1.838 1.369
S -0.851 -2.248 0.803
C -3.006 -0.569 1.053
N -2.267 0.325 0.307
H -2.589 3.328 -1.071
H -1.863 1.929 -1.888
H -1.092 2.614 -0.462
H -4.533 2.780 0.024
H -5.864 1.237 1.448
H -6.036 -0.931 2.605
H -5.018 -3.117 3.180
H -2.759 -3.679 2.369
C 0.805 2.772 -2.574
N 1.303 1.764 -1.639
C 2.469 1.139 -2.271
C 1.703 2.404 -0.388
C 2.078 1.419 0.701
N 0.980 0.573 1.223
C 1.641 -0.503 1.995
C 0.133 1.341 2.147
H 1.609 3.454 -2.886
H 0.018 3.370 -2.121
H 0.403 2.286 -3.463
H 3.249 1.891 -2.468
H 2.172 0.709 -3.228
H 2.887 0.352 -1.655
H 0.893 3.051 -0.043
H 2.570 3.065 -0.559
H 2.509 1.982 1.540
H 2.860 0.749 0.342
H 2.341 -0.061 2.715
H 2.182 -1.154 1.313
H 0.894 -1.088 2.521
H 0.727 1.722 2.988
H -0.654 0.693 2.530
H -0.332 2.182 1.638
O 2.912 -4.790 -5.842
N 1.937 -4.069 -5.777
O 1.087 -3.969 -6.638
C 1.764 -3.281 -4.566
C 0.680 -2.441 -4.457
C 0.498 -1.713 -3.288
C 1.398 -1.785 -2.169
O 1.266 -1.182 -1.069
C 2.544 -2.616 -2.423
C 2.713 -3.371 -3.550
N 3.607 -2.667 -1.421
O 3.866 -1.641 -0.818
O 4.157 -3.734 -1.249
N -0.626 -0.808 -3.294
O -1.153 -0.417 -2.219
O -1.082 -0.454 -4.369
H -0.025 -2.353 -5.268
H 3.573 -4.016 -3.654

Forces on atoms 1 to 3 (eV/Å):
Mn 0.143 0.226 0.100
C 0.041 0.027 -0.073
C -0.034 -0.031 0.015

=====

> Which of these has the highest maximum force?

C22H26IN4RuSSe2